1.
Formula: C4H10N2O2
Source: the OMol25 dataset
Level of theory: wB97M-V/def2-TZVPD

Calculated values
- E_LUMO: 0.875 eV
- HOMO level: -9.317 eV
- Kohn-Sham gap: 10.19 eV
- Net charge: 0
- Energy: -11384.260 eV
- SMILES: CC(N)=O.CC(N)=O

Each line ends with the natural charge from an NBO analysis.
Atoms and positions in Å:
C: 2.5411 1.5899 1.4093  -0.75
N: 1.1599 -0.4974 0.9447  -0.85
H: -3.2812 -0.5494 -2.0350  0.24
H: 0.8597 -0.6714 1.8732  0.38
H: 0.8193 -1.1933 0.3130  0.41
H: -3.0916 0.8070 -0.8303  0.25
H: -0.6811 -1.8522 -1.8733  0.38
H: -0.9748 -2.7924 -0.4291  0.41
C: 1.7063 0.7691 0.5153  0.66
C: -2.4404 0.1348 -1.3410  -0.72
O: 1.4446 1.0073 -0.6771  -0.62
H: -1.7829 0.7595 -1.9980  0.27
H: 2.5368 1.4670 2.5178  0.24
C: -1.8310 -0.7587 -0.4542  0.67
O: -1.8199 -0.7983 0.8094  -0.60
H: 3.6488 1.8116 1.0709  0.27
N: -1.1036 -1.9309 -0.9675  -0.89
H: 2.2900 2.6979 1.1518  0.26

Atoms 1-3, force components in eV/Å:
C 2.0300 4.0927 -0.0561
N 1.8910 2.0636 0.7626
H 2.7290 1.9748 1.6648

***

2.
Formula: C4H10N2O2
Source: the OMol25 dataset
Level of theory: wB97M-V/def2-TZVPD

Calculated values
- E_LUMO: 0.685 eV
- HOMO level: -8.892 eV
- Kohn-Sham gap: 9.58 eV
- Net charge: 0
- Energy: -11385.499 eV
- SMILES: CN[C@H](CO)C(N)=O

Each line ends with the natural charge from an NBO analysis.
Atoms and positions in Å:
H: -0.5478 -1.9070 -0.7928  0.17
H: -1.0227 2.5929 0.4711  0.19
O: 0.4252 -0.8689 -2.3039  -0.75
H: -1.4772 -0.5585 -1.6150  0.19
H: -1.3994 -0.1511 1.3701  0.37
N: -1.2776 0.5096 0.6146  -0.62
H: 0.2395 1.0057 -0.7422  0.22
C: -0.5297 -0.9033 -1.2179  -0.06
N: 2.0575 -0.9555 0.0271  -0.83
H: -0.4300 1.8945 1.9907  0.19
H: 0.4138 -1.7176 -2.7700  0.48
C: 1.0535 -0.3477 0.6985  0.66
C: -0.1161 0.1490 -0.1747  -0.17
C: -1.2017 1.8295 1.2222  -0.41
H: 2.0600 -1.0965 -0.9678  0.42
H: -2.1551 2.0405 1.7158  0.20
O: 1.0837 -0.1982 1.9072  -0.63
H: 2.8240 -1.3174 0.5671  0.40

Atoms 1-3, force components in eV/Å:
H -0.3574 0.0077 0.0842
H -0.0376 0.0522 -0.1591
O 0.1786 -0.3970 0.1057

***

3.
Formula: C4H10N2O2
Source: the OMol25 dataset
Level of theory: wB97M-V/def2-TZVPD

Calculated values
- E_LUMO: 0.632 eV
- HOMO level: -9.535 eV
- Kohn-Sham gap: 10.17 eV
- Net charge: 0
- Energy: -11385.940 eV
- SMILES: CC(N)=O.CC(N)=O

Each line ends with the natural charge from an NBO analysis.
Atoms and positions in Å:
H: 1.5816 0.1322 2.0931  0.21
N: -0.5857 -0.7351 -2.1934  -0.85
H: -0.4801 2.8468 1.1759  0.40
H: -0.7489 -0.6904 -3.1892  0.40
H: -0.2081 -2.0355 -0.0907  0.21
H: 0.2390 -0.3356 -1.7861  0.41
H: -1.8263 -2.4414 0.2961  0.24
C: -1.1607 -1.5359 0.0571  -0.73
H: 0.4424 2.1813 2.3548  0.39
N: 0.1865 2.1266 1.3947  -0.83
H: 1.7748 -0.4460 0.3526  0.24
C: -1.6408 -1.0660 -1.3747  0.69
O: 0.8217 1.5881 -0.7202  -0.61
H: 2.8996 0.6822 0.9904  0.25
H: -1.1982 -0.8665 0.8740  0.23
C: 0.8322 1.3539 0.4626  0.68
C: 1.8523 0.3877 1.0529  -0.72
O: -2.7811 -1.1464 -1.7497  -0.60

Atoms 1-3, force components in eV/Å:
H 0.2943 -0.2475 -0.5791
N -0.7072 -0.4595 0.1292
H 0.0608 -0.0785 -0.7892

***

4.
Formula: C4H10N2O2
Source: the OMol25 dataset
Level of theory: wB97M-V/def2-TZVPD

Calculated values
- E_LUMO: -3.368 eV
- HOMO level: -8.662 eV
- Kohn-Sham gap: 5.29 eV
- Net charge: 0
- Energy: -11374.170 eV

Each line ends with the natural charge from an NBO analysis.
Atoms and positions in Å:
H: -0.1417 0.2844 -2.4636  0.21
O: -0.3541 -2.2604 -0.5740  -0.67
H: -0.9528 2.0533 -0.4023  0.26
C: 0.5544 -0.1686 -1.7574  -0.34
N: 0.1656 3.1681 0.7454  -0.74
H: 1.3208 0.4074 0.1744  0.22
C: 0.1316 2.0816 -0.4245  -0.44
H: 0.3539 2.4899 -1.4105  0.24
O: 0.2763 -1.8387 1.5753  -0.60
H: -1.0509 0.7412 0.8303  0.38
N: -0.6828 -0.0781 0.3608  -0.52
H: 1.4622 -0.4432 -2.2818  0.24
H: 1.0624 2.5184 0.2078  0.41
H: -1.6364 -1.8943 1.0169  0.19
H: -0.0409 -1.6595 -1.3454  0.45
H: 0.2439 2.6948 1.6499  0.34
C: -0.5848 -1.7083 0.6711  0.53
C: 0.4528 0.5080 -0.4907  -0.16

Atoms 1-3, force components in eV/Å:
H -0.5326 -0.7849 -0.0484
O -0.5166 -0.4131 -0.9958
H -0.3184 -0.2529 -1.1794

***

Which of these has the highest energy?
number 4